A.
DFT (ωB97M-V with the def2-TZVPD basis set) results for a single C3H7NO3S molecule.

The HOMO energy comes out at -9.984 eV. Its SMILES is CC(=O)NS(C)(=O)=O. The multiplicity is 1. The net charge is 0.

```
15
Properties=species:S:1:pos:R:3:nbo_charge:R:1
C -2.45 0.84 0.45 -0.71
C -1.08 0.28 0.23 0.64
O -0.80 -0.84 0.62 -0.67
N -0.12 1.08 -0.19 -0.80
S 1.82 0.11 0.01 2.19
C 1.69 -1.69 -0.50 -0.79
O 2.18 0.28 1.36 -0.86
O 2.54 0.72 -1.04 -0.91
H -2.94 1.27 -0.52 0.22
H -3.20 0.10 0.81 0.24
H -2.43 1.67 1.14 0.24
H -0.19 1.90 -0.78 0.40
H 1.63 -1.50 -1.52 0.23
H 2.61 -2.18 -0.19 0.25
H 0.73 -2.04 0.11 0.31
```


B.
DFT (ωB97M-V with the def2-TZVPD basis set) results for a 2-piece molecular cluster, C3H7NO3S overall.

The HOMO energy comes out at -8.743 eV. Its SMILES is C1=NCCO1.OSO. The multiplicity is 1. The net charge is 0.

```
15
Properties=species:S:1:pos:R:3:nbo_charge:R:1
C 0.09 -0.86 -0.28 0.40
N 0.09 0.35 0.15 -0.55
C -1.25 0.75 0.39 -0.26
C -2.13 -0.38 -0.34 -0.10
O -1.14 -1.39 -0.44 -0.51
H 0.95 -1.60 -0.59 0.23
H -1.49 1.80 0.10 0.22
H -1.53 0.64 1.45 0.20
H -2.94 -0.65 0.38 0.19
H -2.59 -0.31 -1.38 0.19
O 2.75 1.24 -0.31 -0.85
S 3.53 -0.23 -0.47 0.71
O 4.13 -0.53 1.07 -0.85
H 1.90 1.06 0.02 0.51
H 4.99 -0.14 1.16 0.48
```


On energetic grounds, B is preferred over the next structure by 0.244 eV.